Computed, not measured: a molecular structure, C14H41ClINO10P4SSb in a non-equilibrium geometry, with ωB97M-V/def2-TZVPD.

Properties
HOMO-LUMO gap, eV: 5.504
Net charge: -1
Highest occupied orbital energy, eV: -3.5

Element x y z (Å)
H 1.72001 2.49410 4.61202
H 7.25140 1.51107 5.52899
O -2.62632 3.39672 0.13739
H -5.50885 3.32408 -1.86408
H -0.13012 -0.07094 0.37227
H 1.31175 -6.15726 -6.05269
C -2.14185 -0.17042 -0.37957
H 2.02036 -0.47150 3.90669
C -6.30680 3.03864 -1.17372
H -3.57686 5.84956 0.59174
H -6.67049 2.05833 -1.48225
H -3.31820 -3.07731 -2.08599
H 0.49378 0.33226 4.29339
H -7.11942 3.75843 -1.27599
H -2.32601 -1.05546 0.23045
H 1.29904 -2.79057 -0.62640
P -3.42315 2.13718 -0.47068
P 4.53032 0.66037 3.57523
Cl 0.56198 -0.75588 -4.28004
H -4.39508 5.28918 -0.87075
C 2.13034 1.69427 3.99700
H -3.30486 -4.47110 -1.06420
H 4.67592 0.18916 0.14819
C 6.86801 0.78622 4.80818
H 4.19495 -0.96776 1.37740
N -3.61860 -4.92752 -3.07249
C 2.60994 0.32703 0.70416
H -2.06772 -0.85420 -3.65974
Sb -0.30017 -4.48937 -3.92618
H -1.08772 -4.89327 -1.31591
C 1.57174 0.36229 4.45275
H 6.45633 -0.04884 5.37436
C -2.37018 4.56024 -0.65008
O 4.55928 0.99173 2.01430
H -2.26847 4.29771 -1.70448
H 8.66983 -0.33980 4.42823
H -2.64839 -0.32730 -1.33134
H -6.61614 2.63660 0.90847
H -0.25694 -0.72513 -1.26682
C -0.65507 0.02376 -0.57958
C 7.98480 0.32109 3.89461
S 1.14128 -4.83024 -6.01265
C -3.43686 5.62153 -0.46587
P 1.82313 -3.79914 -2.47526
H -4.17980 -4.31324 -3.65016
H -4.30046 -5.53713 -2.63879
C -1.42035 -4.13310 -2.02770
H -1.65322 -5.05699 -4.82348
H 7.58587 -0.20887 3.03021
H 1.84629 1.91611 2.96622
P -0.83705 -2.14096 -4.93830
O 5.84509 1.45030 4.07148
H -1.40715 4.94832 -0.31682
H 2.46409 1.36945 0.41689
H -1.07440 -3.16619 -1.65347
H 2.28242 -0.30977 -0.11904
O -2.72519 0.93780 0.32301
O 4.77066 -0.76474 3.82780
O -3.11357 1.97102 -1.89423
C -5.81871 2.99829 0.26041
O 1.38099 -2.48243 -1.53555
H -5.55102 3.99428 0.62202
H 8.55202 1.17490 3.52030
H 0.06751 -6.12464 -3.44003
O -4.71354 2.10450 0.46012
H 1.77160 0.20503 5.51338
O -2.22873 -1.69223 -4.11425
C 4.06092 0.06003 1.03772
H -0.42877 1.01481 -0.97501
H -3.15323 6.53722 -0.98615
I 3.70178 -2.99922 -3.86360
C -2.95334 -4.10350 -2.03668
H 1.96892 0.12200 1.56516
O 3.56046 1.79040 4.12947


Computed, not measured: 8 unconnected molecules or ions with the total composition C14H41N3O8 in a non-equilibrium geometry, with ωB97M-V/def2-TZVPD.

Properties
HOMO-LUMO gap, eV: 8.961
Relative energy (zero: lowest compared OMol25 entry of this formula, charge and spin), kcal per mole: 0.0
Highest occupied orbital energy, eV: -8.9

Element x y z (Å)
H -3.69304 -4.83223 -4.96935
H 1.95310 0.47450 -1.51221
H 2.75708 4.40791 3.76881
C -1.40681 -1.15089 3.97702
H 4.49378 0.77085 -3.02731
O 1.04324 0.33517 -1.78486
H -0.14898 -4.60174 -2.39876
H 5.27523 1.48795 -1.62986
O 2.40411 0.52572 2.00433
C 2.56525 3.89986 2.82372
H -1.56273 3.87459 -2.53286
C 3.81848 0.56416 2.15747
H -1.77856 -4.73816 -4.27930
H -3.57655 1.18707 -1.45900
H -3.62442 -2.39025 5.96838
H -0.39580 -1.06148 -1.31202
H -0.36236 -0.79120 2.11644
C 1.63131 4.36107 0.59664
H -4.76415 -5.32704 -3.65752
H -0.97766 -3.09465 -1.85481
H 3.53975 3.59725 2.44050
H -3.68538 -1.54625 -1.15370
H 2.23936 -0.05926 1.26119
C -2.66031 -1.88186 5.95696
H 1.33731 2.31170 0.63579
C 2.01283 2.98603 0.10944
N -1.92755 -4.18709 -3.44611
O -3.71710 -0.72927 -0.65057
H 3.78340 2.25000 -2.30648
H -3.04851 -0.16544 -2.50344
H 4.32477 1.24452 1.47273
H -0.23090 1.39012 -2.49030
H 3.03949 2.79303 0.42062
H -0.14176 -3.13895 -3.37078
H 4.05487 1.02533 3.11640
C 0.49671 -0.61945 -0.86916
O -0.89624 2.01741 -2.78256
N -2.13980 -2.05747 4.62960
H 1.90699 2.79056 -0.95766
C -0.80508 3.25239 -2.05649
H -2.04939 -1.35814 1.95261
H -2.74083 -0.80528 6.10730
O -3.57223 -3.06743 -2.30144
H -0.72654 -2.41569 2.40249
C -0.75117 -3.74459 -2.70002
C -3.20412 -3.87103 -3.16277
C 4.30797 1.31661 -2.10226
H 4.15612 -0.47010 2.09120
H -2.05294 -2.36506 6.72228
H -2.28980 -2.94683 4.17503
C -1.14054 -1.41842 2.55133
H 1.57597 5.60024 2.11219
N 1.75937 4.63857 1.86388
H 1.12996 -1.47152 -0.62206
H -1.00341 3.25532 -0.98469
H -2.04486 0.37268 -1.18445
C -3.08145 0.21630 -1.48300
O 3.56936 0.52360 -1.20003
H 3.70435 -0.38757 -1.47049
O -0.98646 -0.10977 4.47823
H -5.06231 -3.84665 -4.25652
H 2.01522 2.97716 3.00865
O 1.18938 5.17896 -0.18430
H 0.18764 3.65687 -2.25398
C -4.20175 -4.48870 -4.06862
H 0.17879 -0.14412 0.05879


Computed, not measured: 7 unconnected molecules or ions with the total composition C14H41NO7 in a non-equilibrium geometry, with ωB97M-V/def2-TZVPD.

Properties
HOMO-LUMO gap, eV: 8.577
Relative energy (zero: lowest compared OMol25 entry of this formula, charge and spin), kcal per mole: 21.6
Highest occupied orbital energy, eV: -8.4

Element x y z (Å)
H -6.89300 -0.98385 -1.30887
O 0.51024 4.19340 0.71157
H 4.13360 1.51719 3.33955
C -6.08237 -0.25953 -1.36160
H -0.82305 -3.09081 -3.65775
H -0.02261 -0.49408 2.39024
O -3.84478 2.89024 -2.24272
H -1.39986 4.76061 0.31407
H 0.24515 1.30511 0.46592
C -0.36847 -2.20756 -3.20262
H 0.82746 -1.99831 1.82357
C 3.76757 -2.42618 2.41935
H -3.61412 4.59212 -1.11171
O -2.79598 -2.84559 -0.99361
H 5.42092 -0.42669 2.68642
H 1.42023 -1.05863 3.15965
C 5.06635 -1.90173 0.34073
C 0.93330 -0.97689 2.18510
H -6.02519 0.17459 -2.36055
H 2.61256 1.84133 1.24289
H -1.73371 0.60118 -1.56729
H 0.29420 -2.54562 -2.40966
H -1.89152 -2.05732 0.71650
H -5.12488 3.72641 -0.84987
O 0.38572 -1.42952 -4.14247
H 4.62603 -2.62719 -0.34353
H -6.33200 0.51439 -0.63194
H 3.25306 -3.30088 2.01718
C 0.80918 0.41705 0.17978
C 4.02429 -1.34966 1.33056
C 3.60375 0.72278 2.81097
H 3.18565 0.15830 3.65417
C -2.71540 -2.70570 0.40901
H -3.66857 -2.39278 0.84071
H -2.53589 -3.66693 0.89469
H -0.41192 4.56335 -1.06998
H -3.57345 3.17671 -3.11985
H 4.65162 -2.76670 2.96400
H 3.15158 -2.14227 3.27647
H 5.47517 -1.06682 -0.22679
O -2.63625 0.70313 -1.24925
H -3.12530 -2.02839 -1.38417
H 1.62630 1.53954 2.61492
C -0.61968 4.11416 -0.08916
H -0.08251 -1.52219 -4.97635
C -4.41137 4.04155 -1.61102
H 2.33326 -1.80142 -1.03680
H -4.99139 4.63002 -2.32129
H 5.04129 0.60564 1.29948
C 4.62109 -0.09956 2.02113
H 5.82428 -2.45329 0.89623
O 2.24466 -2.01491 -0.10240
H 0.13645 -0.37460 -0.14822
H -2.99879 1.45838 -1.75382
O -4.86610 -0.92831 -1.02999
C 2.40276 1.07812 2.00189
H 1.24462 3.78428 0.24622
H 1.42749 0.76336 -0.65597
C 1.78097 -0.11783 1.23401
H -4.10524 -0.32676 -0.98940
N 2.82215 -0.92626 0.56139
H -0.98024 3.09983 -0.28219
H -1.22931 -1.65801 -2.81759